{"formula": "C3H6ClF", "method": "ωB97M-V/def2-TZVPD", "multiplicity": 1, "homo_lumo_gap_ha": 0.35450, "total_charge": 0, "e_above_lowest_kcal_mol": 71.6, "elements": ["C", "C", "C", "F", "Cl", "H", "H", "H", "H", "H", "H"], "positions_angstrom": [[0.65644, -0.95560, -0.37179], [1.28901, 0.37602, -0.60935], [-2.58933, 1.11206, 0.88359], [-3.34178, 0.06869, 0.78666], [-1.78245, 1.13713, 2.34401], [0.19895, -1.21458, -1.34263], [-0.16964, -0.82669, 0.33804], [1.39641, -1.71481, -0.13305], [0.60248, 0.89457, -1.14269], [1.48941, 0.85844, 0.39358], [2.25049, 0.26478, -1.14637]]}

---

{"formula": "C16H21BiF6GePSbSe2", "method": "ωB97M-V/def2-TZVPD", "multiplicity": 2, "homo_lumo_gap_ha": [0.29954, 0.20971], "total_charge": 1, "e_above_lowest_kcal_mol": 0.0, "elements": ["Bi", "Se", "P", "Se", "C", "C", "C", "C", "C", "C", "C", "C", "C", "C", "C", "C", "H", "H", "H", "H", "H", "H", "H", "H", "H", "H", "F", "Sb", "F", "F", "F", "F", "F", "C", "Ge", "C", "C", "C", "H", "H", "H", "H", "H", "H", "H", "H", "H", "H", "H"], "positions_angstrom": [[-0.50939, -1.62031, 0.12405], [-0.94373, 1.00536, -0.43051], [1.13719, 0.92536, -1.17839], [2.05559, -0.93732, -0.46140], [2.00602, 2.34572, -0.52213], [3.28868, 2.22369, 0.00276], [3.96454, 3.35801, 0.42616], [3.36130, 4.60219, 0.32835], [2.07872, 4.72394, -0.19318], [1.39939, 3.59900, -0.62222], [1.13787, 0.95900, -2.96914], [0.21119, 1.76587, -3.63182], [0.26463, 1.88114, -5.00884], [1.23717, 1.19474, -5.72524], [2.15559, 0.39022, -5.06834], [2.10960, 0.26802, -3.68858], [3.76441, 1.25509, 0.08998], [4.96209, 3.26905, 0.83337], [3.89128, 5.48516, 0.65913], [1.61075, 5.69590, -0.26392], [0.40103, 3.70431, -1.03102], [-0.56397, 2.28791, -3.08399], [-0.45745, 2.49751, -5.52618], [1.27105, 1.28149, -6.80279], [2.90570, -0.14976, -5.62911], [2.82149, -0.37334, -3.18579], [-0.91798, -4.07351, 1.11601], [-1.80299, -4.76335, -0.46691], [-0.37602, -3.74073, -1.32939], [-0.76648, -6.30029, -0.40726], [-2.58028, -5.13497, -2.10736], [-3.19469, -5.42991, 0.56720], [-2.62846, -2.98671, -0.43590], [-2.86808, 0.45627, 2.79595], [-2.10159, -1.23775, 3.36317], [-1.50577, -1.18390, 5.22079], [-3.25266, -2.73837, 2.96995], [-0.31105, -1.41103, 2.47364], [-3.69769, 0.70331, 3.45911], [-3.26788, 0.40867, 1.78206], [-2.13464, 1.26041, 2.85237], [-2.39086, -1.05742, 5.84642], [-0.82999, -0.35077, 5.40446], [-1.01544, -2.11492, 5.49890], [-4.15586, -2.61549, 3.56962], [-2.77980, -3.68224, 3.23505], [-3.54450, -2.78636, 1.92229], [0.23443, -2.32951, 2.69171], [0.32755, -0.52939, 2.53692]]}

---

{"formula": "C6H7BrFN2O3", "method": "ωB97M-V/def2-TZVPD", "multiplicity": 1, "homo_lumo_gap_ha": 0.32836, "total_charge": 1, "e_above_lowest_kcal_mol": 0.0, "elements": ["Br", "N", "C", "C", "N", "C", "H", "H", "H", "H", "C", "C", "O", "C", "O", "O", "F", "H", "H", "H"], "positions_angstrom": [[-0.58320, 2.62313, -0.28358], [0.29380, 1.90122, 1.17946], [-0.27968, 1.59851, 2.39820], [0.73890, 1.13618, 3.13587], [1.86569, 1.13612, 2.36696], [1.57548, 1.61880, 1.16283], [-1.31304, 1.75437, 2.64486], [0.65438, 0.82799, 4.16382], [2.78385, 0.82028, 2.64629], [2.27989, 1.75660, 0.36122], [-0.97045, -0.64590, -1.55351], [0.11403, -1.67102, -1.77295], [-0.61066, -2.80270, -2.19084], [-1.74309, -2.34158, -2.81368], [-2.44174, -2.98824, -3.50563], [-1.94232, -1.02099, -2.52154], [0.76519, -1.95816, -0.61011], [-1.40552, -0.71870, -0.55264], [-0.62606, 0.37508, -1.71666], [0.84457, -1.40100, -2.53836]]}

---

{"formula": "C3H5FN", "method": "ωB97M-V/def2-TZVPD", "multiplicity": 1, "homo_lumo_gap_ha": [0.26119, 0.26086], "total_charge": 1, "e_above_lowest_kcal_mol": 134.9, "elements": ["C", "C", "C", "N", "F", "H", "H", "H", "H", "H"], "positions_angstrom": [[1.46489, 0.39684, -0.18180], [0.20047, 1.67784, -1.26505], [0.58942, -0.53566, 0.47730], [-0.95258, -0.63559, 0.18641], [0.91862, 2.62202, -1.72773], [0.85194, -0.19460, 1.55848], [0.95564, -1.52532, 0.59890], [-1.48360, -1.33944, -0.39314], [-0.98280, 0.31092, -0.21977], [-1.56201, -0.77702, 0.96640]]}

---

{"formula": "C21H42As3F5OReTe", "method": "ωB97M-V/def2-TZVPD", "multiplicity": 4, "homo_lumo_gap_ha": [0.27019, 0.16665], "total_charge": 2, "e_above_lowest_kcal_mol": 0.0, "elements": ["Re", "C", "C", "C", "C", "C", "C", "C", "C", "C", "C", "H", "H", "H", "H", "H", "H", "H", "H", "H", "H", "H", "H", "H", "H", "H", "C", "As", "C", "C", "C", "C", "C", "As", "C", "C", "C", "As", "C", "C", "H", "H", "H", "H", "H", "H", "H", "H", "H", "H", "H", "H", "H", "H", "H", "H", "H", "H", "H", "H", "H", "H", "H", "H", "H", "H", "H", "F", "Te", "F", "F", "F", "F", "O"], "positions_angstrom": [[-1.00409, -0.89627, -0.56283], [1.02952, -0.83065, -2.04466], [0.11313, -0.90853, -3.07008], [-0.64246, -2.13499, -2.89762], [-0.20605, -2.79013, -1.74520], [0.80693, -1.95142, -1.14010], [1.95818, -2.55046, -0.37537], [-0.56752, -4.17602, -1.27653], [-1.66314, -2.60726, -3.87184], [-0.09408, 0.00690, -4.23362], [2.22889, 0.06028, -1.89424], [2.67067, -2.98261, -1.08171], [1.63516, -3.35071, 0.28554], [2.49222, -1.80740, 0.22195], [0.11994, -4.90886, -1.70523], [-1.57666, -4.45300, -1.56980], [-0.50525, -4.25796, -0.19241], [-1.16250, -2.82926, -4.81888], [-2.39547, -1.82863, -4.07467], [-2.17675, -3.50440, -3.54121], [0.04274, -0.53642, -5.17010], [0.59866, 0.84576, -4.23128], [-1.11569, 0.39299, -4.24277], [3.13763, -0.53461, -2.00306], [2.26862, 0.52871, -0.90916], [2.25777, 0.84073, -2.65166], [-2.46937, 2.42016, 0.06239], [-0.79523, 1.53612, -0.35455], [-0.33535, 2.55624, -1.92877], [0.50910, 2.25648, 0.92649], [0.47971, 1.74505, 2.37935], [-0.87119, 2.06246, 3.02896], [0.81105, 0.25037, 2.52301], [-0.41027, -1.11315, 1.79219], [-2.01660, -1.03858, 2.87918], [0.40224, -2.67587, 2.59710], [1.50083, 2.56671, 3.22379], [3.32943, 2.72822, 2.61319], [4.21079, 1.13296, 2.01352], [3.58409, 4.14161, 1.34381], [-2.98791, 1.94756, 0.88877], [-3.09053, 2.32807, -0.82841], [-2.28528, 3.47281, 0.27343], [-0.56670, 3.60312, -1.73628], [-0.94471, 2.20171, -2.75611], [0.71493, 2.44783, -2.18270], [0.36362, 3.34159, 0.91620], [1.48156, 2.05549, 0.46330], [-1.67245, 1.51675, 2.54037], [-1.10116, 3.12672, 2.95638], [-0.87745, 1.78409, 4.08371], [0.91010, 0.01020, 3.58580], [1.76897, 0.01548, 2.04974], [-1.77530, -0.79163, 3.91193], [-2.45594, -2.03532, 2.84067], [-2.73944, -0.33712, 2.47372], [0.26808, -2.59744, 3.67528], [1.46107, -2.74555, 2.36516], [-0.10652, -3.56928, 2.23922], [1.56391, 2.17016, 4.23878], [1.17819, 3.60827, 3.30265], [4.10437, 0.34634, 2.75612], [5.26395, 1.36294, 1.86204], [3.76050, 0.83177, 1.06511], [2.97507, 4.99536, 1.63171], [3.28528, 3.77148, 0.36167], [4.63520, 4.42272, 1.32727], [-5.59589, -2.00872, -0.47057], [-4.17047, -1.21415, -1.29919], [-4.52168, -2.24383, -2.77404], [-5.28603, 0.13692, -1.83144], [-3.14135, -2.62453, -0.60217], [-3.94316, -0.29553, 0.31213], [-2.65246, -0.43888, -1.94331]]}

---

{"formula": "C18H17N2O3", "method": "ωB97M-V/def2-TZVPD", "multiplicity": 1, "homo_lumo_gap_ha": 0.22797, "smiles": "COc1ccc([C@@H](C=[N+]([O-])[O-])[C@@](C)(C#N)c2ccccc2)cc1", "total_charge": -1, "e_above_lowest_kcal_mol": 59.7, "elements": ["C", "O", "C", "C", "C", "C", "C", "C", "N", "O", "O", "C", "C", "C", "N", "C", "C", "C", "C", "C", "C", "C", "C", "H", "H", "H", "H", "H", "H", "H", "H", "H", "H", "H", "H", "H", "H", "H", "H", "H"], "positions_angstrom": [[-0.88102, -3.12200, 4.29534], [-1.41578, -3.12289, 2.93460], [-1.38100, -1.93405, 2.25481], [-1.78202, -1.94487, 0.90520], [-1.64759, -0.83774, 0.11233], [-1.05742, 0.36079, 0.59851], [-0.72441, 1.58550, -0.28083], [-1.25946, 2.80709, 0.32040], [-1.76675, 3.84009, -0.46532], [-2.06576, 4.97444, -0.00473], [-1.87201, 3.57692, -1.71229], [0.81876, 1.45969, -1.01937], [1.11890, 2.68844, -1.95144], [1.53835, 1.68618, 0.25340], [1.99922, 1.88098, 1.31579], [1.34980, 0.16469, -1.65291], [1.10426, -0.10291, -3.01537], [1.36367, -1.34579, -3.58606], [1.95538, -2.38172, -2.84452], [2.28604, -2.12133, -1.50058], [2.01350, -0.87475, -0.91582], [-0.85019, 0.41674, 2.01042], [-0.94614, -0.71030, 2.80506], [-0.95619, -4.19500, 4.61126], [0.16652, -2.80737, 4.32647], [-1.49928, -2.50035, 4.95064], [-2.13926, -2.91298, 0.50145], [-1.97499, -0.88035, -0.92715], [-1.29437, 1.47626, -1.27683], [-1.37594, 3.02036, 1.41391], [1.00296, 2.48385, -3.02193], [0.38038, 3.48966, -1.70788], [2.14721, 3.14503, -1.82566], [0.58718, 0.64644, -3.58001], [1.08048, -1.54400, -4.61888], [2.16467, -3.35182, -3.28688], [2.75078, -2.93880, -0.90020], [2.23903, -0.74798, 0.15576], [-0.55859, 1.34546, 2.47049], [-0.61894, -0.67165, 3.85878]]}